No. 1
42
Properties=species:S:1:pos:R:3:forces:R:3:nbo_charge:R:1 method="wB97M-V/def2-TZVPD" largest_force_ev_per_a=0.46 homo_energy_ha="-0.5398 / -0.5398" total_charge=+2 total_energy_ev=-137306.0356 lumo_ev="-8.869 / -8.864" gap_ev="5.82 / 5.82" relative_energy_ev=0.8759
V -1.070 0.334 -0.072 -0.057 -0.155 0.228 1.293
Br 3.040 6.352 -0.852 -0.009 -0.002 -0.003 0.184
C 1.932 4.924 -0.367 0.040 -0.018 -0.036 -0.103
C 0.886 5.139 0.538 -0.070 -0.002 0.054 -0.129
C 0.054 4.106 0.932 0.144 0.058 -0.078 -0.251
C 0.260 2.851 0.382 -0.068 -0.239 0.067 0.383
O -0.511 1.802 0.731 -0.123 0.222 -0.124 -0.523
C 1.314 2.608 -0.526 0.032 0.109 0.005 -0.209
C 1.635 1.256 -0.858 0.000 -0.002 0.013 0.245
N 0.812 0.271 -0.679 -0.087 -0.025 -0.003 -0.428
C 1.234 -1.085 -0.541 -0.034 -0.002 -0.020 0.059
C 2.188 -1.710 -1.295 0.019 -0.026 0.029 -0.137
C 2.576 -3.028 -0.978 -0.001 0.022 -0.012 -0.193
C 2.025 -3.679 0.089 -0.010 0.003 0.016 -0.066
C 1.019 -3.057 0.869 0.011 -0.013 0.020 -0.122
C 0.431 -3.657 2.004 0.003 0.021 -0.018 -0.029
C -0.533 -2.987 2.715 -0.008 0.030 -0.015 -0.259
C -0.976 -1.748 2.252 -0.038 -0.003 0.053 0.139
N -0.455 -1.152 1.187 0.037 -0.003 -0.158 -0.491
C 0.593 -1.765 0.522 0.017 -0.066 -0.037 0.226
C 2.163 3.666 -0.881 -0.014 0.038 0.023 -0.144
H 0.732 6.131 0.941 0.005 0.002 -0.002 0.263
H -0.741 4.270 1.646 -0.012 -0.025 0.004 0.258
H 2.652 1.026 -1.171 0.004 0.007 0.010 0.238
H 2.649 -1.203 -2.132 -0.011 0.011 -0.002 0.246
H 3.331 -3.511 -1.583 -0.002 -0.008 0.005 0.257
H 2.347 -4.678 0.354 0.006 0.000 -0.005 0.241
H 0.755 -4.644 2.310 -0.003 -0.003 0.001 0.256
H -0.983 -3.411 3.600 -0.002 -0.001 0.001 0.267
H -1.790 -1.234 2.746 0.005 -0.014 0.015 0.233
H 2.993 3.497 -1.554 -0.003 -0.013 -0.005 0.253
C -2.499 1.636 -0.794 0.009 -0.127 0.089 -0.532
H -1.749 2.198 -1.368 0.027 -0.035 -0.033 0.232
H -2.938 2.212 0.013 -0.012 0.052 -0.048 0.242
H -3.208 1.112 -1.419 -0.042 0.057 -0.003 0.232
Cl -3.579 -0.793 0.568 0.176 0.035 -0.019 0.081
C -3.510 -1.906 -0.849 -0.060 -0.039 0.055 -0.466
C -2.079 -2.012 -1.330 0.216 0.410 -0.025 0.772
O -1.503 -3.005 -1.605 -0.098 -0.070 0.029 -0.446
O -1.468 -0.769 -1.405 0.021 -0.161 -0.024 -0.628
H -4.152 -1.486 -1.621 -0.003 -0.018 -0.012 0.275
H -3.878 -2.872 -0.520 -0.004 -0.008 -0.036 0.282



No. 2
47
Properties=species:S:1:pos:R:3:forces:R:3:nbo_charge:R:1 method="wB97M-V/def2-TZVPD" spin_multiplicity=4 largest_force_ev_per_a=5.74 homo_energy_ha="-0.5118 / -0.5668" total_charge=+2 total_energy_ev=-114018.7022 lumo_ev="-9.093 / -10.375" s_squared=3.89 gap_ev="4.83 / 5.05" relative_energy_ev=4.6057
Tc -0.026 0.072 -0.512 0.258 0.323 1.469 1.088
C 3.442 0.579 0.714 1.094 -0.302 0.188 -0.436
N 1.077 -0.062 1.379 -0.144 -1.521 -0.754 -0.219
C 0.432 -1.196 2.093 -1.857 1.270 0.258 -0.458
C 0.770 1.267 2.045 0.956 -1.087 1.239 -0.253
C -0.699 1.549 1.889 -0.434 1.769 0.588 -0.280
N -1.102 1.409 0.490 0.102 2.629 -1.925 -0.364
C -1.540 2.584 -0.203 0.474 -2.677 0.657 0.031
C -2.299 2.426 -1.385 -0.507 0.922 -1.428 0.373
F -2.189 1.326 -2.160 -0.254 0.199 1.188 -0.280
C -2.974 3.529 -1.879 -0.502 -0.804 -2.747 0.339
F -3.559 3.430 -3.138 0.694 -0.072 2.428 -0.278
C -2.961 4.791 -1.285 -0.416 -0.802 0.620 -0.208
C -2.059 4.979 -0.271 0.644 0.515 0.873 0.346
F -1.945 6.183 0.319 0.264 -1.128 -0.601 -0.257
C -1.227 3.912 0.123 1.314 1.872 0.628 0.370
F 0.040 4.210 0.595 -2.133 -0.758 0.438 -0.285
H 4.025 0.858 1.614 -0.290 0.345 -0.726 0.248
H 2.931 1.419 0.230 0.234 -0.346 0.279 0.226
H 4.147 0.075 0.000 -0.733 0.645 0.518 0.262
H 0.730 -1.304 3.140 0.316 0.094 -0.216 0.264
H 0.573 -2.070 1.518 0.270 -1.123 -0.369 0.249
H -0.663 -0.967 2.093 0.755 -0.399 0.051 0.233
H 1.317 2.000 1.506 0.631 0.789 -0.218 0.243
H 1.082 1.225 3.128 -0.267 0.100 -1.088 0.268
H -0.914 2.596 2.288 0.337 -1.327 -0.544 0.273
H -1.317 0.876 2.473 -0.149 -0.124 0.105 0.251
H -3.696 5.532 -1.548 0.175 0.371 -0.398 0.296
O -0.209 -4.266 -3.438 -0.773 0.294 -0.050 -0.605
C -0.861 -3.306 -2.750 -0.924 -3.052 -0.840 0.375
C -2.205 -3.483 -2.394 -0.122 0.083 0.032 -0.261
C -2.787 -2.530 -1.585 -1.004 -0.450 0.731 0.082
N -2.090 -1.553 -0.983 0.711 0.455 -0.425 -0.435
C -0.832 -1.458 -1.363 -1.625 -0.254 -0.443 0.062
Br 1.306 1.394 -1.902 -0.133 -0.024 -0.147 -0.098
C -0.203 -2.202 -2.319 2.503 1.119 0.099 -0.303
H -0.837 -4.995 -3.658 0.734 0.631 0.093 0.509
H -2.804 -4.359 -2.702 0.474 0.671 -0.036 0.263
H -3.859 -2.624 -1.373 0.506 0.255 0.175 0.237
H 0.822 -1.964 -2.633 -0.399 -0.391 0.047 0.265
N 2.504 -0.469 1.185 -0.168 1.072 0.363 -0.275
C 3.054 -1.568 1.601 0.039 -1.487 -0.350 0.373
C 3.357 -2.898 1.702 -1.292 2.986 0.261 -0.307
C 2.519 -3.870 1.105 -1.037 -1.502 -0.789 0.239
N 1.793 -4.607 0.575 0.767 1.025 0.584 -0.224
C 4.454 -3.141 2.553 5.074 -1.582 2.161 0.214
N 5.484 -3.327 3.124 -4.163 0.781 -1.977 -0.155



No. 3
53
Properties=species:S:1:pos:R:3:forces:R:3:nbo_charge:R:1 method="wB97M-V/def2-TZVPD" largest_force_ev_per_a=1.01 homo_energy_ha=-0.2882 total_charge=0 total_energy_ev=-149978.8752 lumo_ev=-0.802 gap_ev=7.04 relative_energy_ev=0.0000
Pt 0.210 -0.272 -0.063 0.121 0.104 -0.912 0.900
Br -0.381 2.042 -2.605 0.095 0.078 -0.009 0.092
C 0.128 2.697 -0.908 -0.285 -0.326 0.329 0.184
C 0.598 3.986 -0.791 -0.060 0.138 -0.072 -0.278
C 0.866 4.462 0.482 0.028 0.125 -0.022 -0.126
C 0.635 3.655 1.579 -0.074 0.124 0.007 -0.218
C 0.217 2.354 1.381 -0.102 -0.118 -0.330 0.142
N -0.030 1.876 0.136 0.827 -0.152 0.070 -0.511
C 0.026 1.420 2.593 -0.132 -0.139 0.355 0.740
O 0.020 1.953 3.706 0.125 -0.036 -0.465 -0.682
O -0.116 0.202 2.300 -0.253 0.243 0.874 -0.841
H 0.760 4.590 -1.672 -0.063 -0.029 0.018 0.242
H 1.248 5.468 0.608 -0.028 -0.038 -0.002 0.227
H 0.776 3.995 2.595 0.044 -0.080 -0.011 0.262
F -5.749 -3.312 -1.485 -0.006 -0.028 0.008 -0.316
C -4.783 -3.661 -0.620 -0.024 -0.036 0.034 0.968
F -5.365 -3.915 0.560 0.000 -0.021 -0.055 -0.314
F -4.242 -4.805 -1.064 -0.017 -0.020 -0.006 -0.312
C -3.743 -2.578 -0.513 0.013 0.043 0.091 -0.073
C -3.157 -2.089 -1.668 -0.117 0.098 -0.133 -0.221
C -2.186 -1.119 -1.554 -0.106 0.145 -0.182 0.072
N -1.804 -0.628 -0.368 0.662 -0.707 0.274 -0.439
C -2.403 -1.075 0.742 -0.185 0.154 0.208 0.084
C -3.370 -2.064 0.712 -0.171 0.116 -0.056 -0.220
H -3.450 -2.454 -2.644 0.043 0.006 0.029 0.244
H -1.699 -0.706 -2.425 0.150 -0.055 0.024 0.230
H -2.074 -0.624 1.672 0.181 -0.113 -0.043 0.262
H -3.814 -2.422 1.629 0.023 0.047 0.008 0.250
S 0.495 -2.647 -0.038 -0.081 0.743 -0.169 -0.123
C 0.798 -2.550 1.655 0.077 -0.469 0.201 0.024
N 1.721 -1.820 2.190 0.085 0.128 0.382 -0.544
C 1.770 -1.739 3.644 0.009 0.002 0.039 -0.233
C 0.525 -2.441 4.187 -0.129 -0.118 -0.096 -0.528
S -0.112 -3.468 2.817 -0.056 0.052 -0.033 0.318
H 2.177 -1.090 1.585 -0.062 -0.014 -0.075 0.476
H 1.766 -0.691 3.940 -0.018 0.042 -0.051 0.252
H 2.691 -2.201 4.000 0.042 -0.089 -0.018 0.204
H -0.251 -1.723 4.432 0.020 0.068 0.033 0.249
H 0.732 -3.078 5.042 0.048 0.028 0.009 0.234
C 4.519 -0.849 0.336 -0.029 0.043 0.158 -0.646
C 3.433 0.010 -0.306 -0.094 0.313 -0.574 0.119
O 2.252 -0.043 0.408 -0.292 -0.086 -0.165 -0.825
C 3.901 1.491 -0.282 -0.118 0.117 0.164 0.957
F 3.959 1.924 0.990 -0.030 -0.025 -0.127 -0.323
F 5.115 1.701 -0.816 -0.079 -0.038 0.118 -0.321
F 3.031 2.290 -0.933 0.156 -0.113 0.019 -0.332
C 3.297 -0.430 -1.800 -0.184 -0.095 -0.068 0.957
F 2.138 -0.057 -2.348 -0.021 0.075 0.021 -0.315
F 4.265 0.088 -2.583 0.012 -0.244 0.202 -0.325
F 3.370 -1.771 -1.912 -0.007 0.185 0.025 -0.323
H 4.721 -0.465 1.336 0.034 -0.009 -0.015 0.228
H 5.437 -0.825 -0.249 0.003 -0.032 0.035 0.236
H 4.163 -1.875 0.413 0.023 0.012 -0.047 0.234



No. 4
42
Properties=species:S:1:pos:R:3:forces:R:3:nbo_charge:R:1 method="wB97M-V/def2-TZVPD" largest_force_ev_per_a=1.37 smiles=Brc1ccc(-c2nnc3sc(CNCc4ccc5c(c4)OCO5)cn23)cc1 homo_energy_ha=-0.2959 total_charge=0 total_energy_ev=-110878.4030 lumo_ev=0.265 gap_ev=8.32
Br 6.527 0.119 0.523 -0.183 -0.066 -0.024 0.054
C 4.741 -0.501 0.304 0.135 0.119 0.053 -0.076
C 4.492 -1.587 -0.522 0.099 0.094 0.034 -0.243
C 3.196 -2.029 -0.677 -0.147 0.080 0.127 -0.178
C 2.141 -1.397 -0.010 0.526 0.221 0.171 -0.023
C 0.805 -1.895 -0.253 -0.462 -0.159 -0.117 0.257
N 0.518 -2.748 -1.216 1.139 0.283 0.023 -0.253
N -0.787 -3.005 -1.237 -1.245 -0.247 -0.037 -0.290
C -1.316 -2.300 -0.274 0.294 0.118 0.106 0.144
S -2.894 -2.022 0.352 -0.025 0.011 0.261 0.415
C -2.210 -0.902 1.520 0.450 -0.469 -0.134 -0.170
C -3.084 -0.100 2.430 -0.012 -0.001 0.092 -0.261
N -2.691 1.299 2.379 -0.155 0.224 0.359 -0.613
C -3.092 1.986 1.154 0.040 -0.015 -0.069 -0.241
C -2.218 1.593 -0.011 -0.239 0.098 -0.324 -0.035
C -2.741 0.916 -1.100 -0.024 0.308 0.250 -0.214
C -1.946 0.507 -2.171 0.498 -0.018 -0.243 -0.260
C -0.608 0.804 -2.104 -0.041 0.183 0.373 0.229
C -0.072 1.494 -1.012 -0.228 -0.128 -0.248 0.295
C -0.853 1.904 0.037 0.262 0.048 -0.331 -0.294
O 1.277 1.654 -1.198 -0.442 0.222 0.388 -0.495
C 1.568 1.061 -2.446 1.246 -0.061 -0.567 0.236
O 0.387 0.526 -2.998 -0.550 -0.124 -0.027 -0.471
C -0.871 -0.811 1.422 -0.700 0.255 0.730 -0.042
N -0.359 -1.574 0.404 -0.031 -0.846 -0.919 -0.356
C 2.415 -0.305 0.811 -0.056 -0.288 -0.147 -0.201
C 3.713 0.144 0.968 0.246 0.012 0.017 -0.228
H 5.305 -2.077 -1.036 0.056 -0.031 -0.027 0.232
H 2.968 -2.866 -1.318 0.016 -0.089 -0.058 0.247
H -4.135 -0.263 2.138 0.054 0.038 0.094 0.179
H -2.958 -0.448 3.460 -0.126 0.010 -0.098 0.222
H -3.085 1.785 3.177 0.062 -0.060 -0.059 0.367
H -4.147 1.789 0.901 0.088 0.059 -0.005 0.173
H -2.978 3.058 1.336 -0.099 -0.038 0.007 0.211
H -3.796 0.687 -1.126 -0.114 -0.014 0.042 0.215
H -2.357 -0.029 -3.009 -0.055 -0.092 -0.130 0.236
H -0.439 2.435 0.877 0.107 0.081 0.173 0.229
H 2.308 0.256 -2.309 -0.220 0.145 0.039 0.168
H 1.981 1.822 -3.127 -0.169 -0.124 0.167 0.159
H -0.251 -0.201 2.047 0.071 0.141 0.003 0.239
H 1.624 0.225 1.314 -0.094 0.065 0.022 0.210
H 3.922 0.994 1.599 0.030 0.059 0.032 0.229